Here is C66H64As2AuGeN5O as an isolated structure from the Open Molecules 2025 dataset. Energies are from ωB97M-V with the def2-TZVPD basis set.

The total energy is -260863.9213 eV. The frontier orbital gap is 0.2042 Eh. The maximum force is 0.55 eV/A. The net charge is 0. Its LUMO energy is -0.62 eV. The HOMO energy comes out at -6.180 eV.

Each line ends with the Mulliken charge.
Element x y z (Å)
Au -0.19 0.07 -0.62  2.354
C 8.16 -0.30 10.51  -0.845
O 8.58 -0.43 9.16  -0.463
C 7.64 -0.37 8.19  0.958
C 6.27 -0.24 8.43  -0.595
C 5.39 -0.19 7.36  -0.784
C 5.85 -0.27 6.05  0.199
C 7.22 -0.40 5.82  -0.568
C 8.10 -0.46 6.88  -0.547
C 4.93 -0.21 4.90  0.284
N 5.26 -0.47 3.66  -0.850
C 4.11 -0.29 2.94  0.736
C 3.07 0.07 3.75  -0.528
N 3.61 0.12 5.02  -0.067
C 1.75 0.33 3.29  1.132
C 0.70 0.74 4.13  -0.610
C -0.53 0.98 3.59  -1.438
C -0.72 0.77 2.23  -0.312
N 0.25 0.36 1.42  0.413
C 1.50 0.16 1.91  -0.026
C 2.62 -0.21 1.01  -0.661
N 2.37 -0.31 -0.30  0.273
C 3.35 -0.59 -1.13  -0.398
C 4.67 -0.81 -0.70  -1.230
C 4.94 -0.73 0.63  -0.864
C 3.90 -0.42 1.53  0.830
H 9.06 -0.33 11.11  0.243
H 7.51 -1.13 10.80  0.340
H 7.64 0.64 10.67  0.343
H 5.89 -0.19 9.44  0.398
H 4.34 -0.11 7.57  0.222
H 7.57 -0.47 4.80  0.468
H 9.17 -0.56 6.71  0.426
H 3.14 0.38 5.87  0.192
H 0.87 0.88 5.19  0.451
H -1.36 1.31 4.20  0.540
H -1.68 0.94 1.76  0.098
H 3.08 -0.64 -2.18  0.530
H 5.44 -1.03 -1.43  0.484
H 5.94 -0.90 1.03  0.548
C -0.63 -7.33 -2.21  -1.718
C -0.86 -5.88 -2.56  0.565
C 0.17 -4.95 -2.49  -0.908
C -0.04 -3.60 -2.75  0.462
C 1.15 -2.67 -2.69  -1.255
C -1.33 -3.15 -3.06  0.127
As -1.73 -1.27 -3.51  0.804
N -0.58 -0.11 -2.63  0.428
C 0.31 0.54 -3.47  0.076
C 0.63 0.19 -4.74  -0.165
C 1.57 0.94 -5.57  -0.820
C 2.16 2.07 -5.18  -1.439
C 1.87 2.62 -3.82  0.080
C 1.01 1.75 -2.87  -0.858
C -3.45 -0.83 -2.60  1.229
C -4.39 -0.31 -3.53  0.738
C -4.21 -0.23 -5.04  -2.457
C -5.63 0.17 -3.10  -1.074
C -6.01 0.15 -1.78  0.565
C -7.35 0.65 -1.32  -1.680
C -5.09 -0.37 -0.87  -1.012
C -3.84 -0.86 -1.23  0.222
C -3.06 -1.33 0.00  -0.491
C -2.34 -4.10 -3.27  0.861
C -3.71 -3.71 -3.79  -1.630
C -2.10 -5.43 -2.99  -0.982
H 0.39 -7.50 -1.88  0.361
H -0.82 -7.98 -3.07  0.391
H -1.31 -7.65 -1.42  0.333
H 1.17 -5.29 -2.22  0.297
H 2.08 -3.24 -2.68  0.658
H 1.12 -2.06 -1.79  0.030
H 1.17 -1.99 -3.54  0.115
H 0.20 -0.70 -5.18  0.526
H 1.79 0.54 -6.55  0.370
H 2.86 2.59 -5.82  0.374
H 2.81 2.91 -3.34  0.527
H 1.56 1.42 -1.99  -0.075
H -3.26 -0.59 -5.40  0.241
H -4.32 0.80 -5.37  0.482
H -5.01 -0.81 -5.52  0.477
H -6.32 0.55 -3.85  0.326
H -7.91 1.09 -2.14  0.376
H -7.24 1.41 -0.54  0.371
H -7.95 -0.17 -0.90  0.377
H -5.37 -0.40 0.18  0.396
H -3.83 -1.66 0.71  0.923
H -2.61 -0.44 0.44  -0.677
H -2.38 -3.27 -0.67  0.713
H -3.65 -2.92 -4.53  0.264
H -4.36 -3.35 -2.99  0.245
H -4.19 -4.57 -4.25  0.570
H -2.91 -6.15 -3.13  0.444
C -2.04 -4.98 1.73  -1.348
Ge -1.35 -3.15 1.57  0.693
C -1.94 -2.20 3.19  -1.045
C 0.61 -3.23 1.56  -0.982
C -2.00 -2.41 -0.12  1.387
H -1.48 -5.53 2.50  0.400
H -1.94 -5.51 0.78  0.268
H -3.09 -4.98 2.01  0.364
H -1.90 -2.90 4.03  0.505
H -2.96 -1.84 3.10  0.359
H -1.29 -1.36 3.42  0.139
H 0.98 -3.53 2.54  0.394
H 1.04 -2.26 1.30  0.063
H 0.93 -3.96 0.82  0.404
H -1.14 -2.03 -0.65  -2.162
C -4.96 6.55 -1.06  -0.515
C -3.81 6.60 -0.29  -0.750
C -2.97 5.49 -0.22  -0.390
C -3.28 4.32 -0.91  0.724
C -4.45 4.28 -1.67  -0.429
C -5.28 5.39 -1.75  -0.815
As -2.19 2.67 -0.87  0.529
C -0.54 3.44 -0.17  -0.171
C -0.28 3.82 1.14  -0.004
C 0.98 4.28 1.50  -0.930
C 1.98 4.37 0.55  -1.263
C 1.73 3.99 -0.77  -0.476
C 0.47 3.53 -1.14  -1.017
C 0.13 3.03 -2.52  1.904
C 0.83 3.78 -3.71  0.359
C -0.03 3.90 -4.93  -1.345
C -1.29 3.48 -4.98  -0.833
C -2.00 3.01 -3.78  -0.496
C -1.37 2.88 -2.62  0.638
H -5.61 7.42 -1.12  0.365
H -3.56 7.50 0.26  0.411
H -2.06 5.55 0.37  0.252
H -4.71 3.38 -2.20  0.342
H -6.18 5.35 -2.35  0.414
H -1.06 3.75 1.89  0.575
H 1.17 4.58 2.53  0.478
H 2.96 4.73 0.82  0.446
H 2.52 4.06 -1.50  0.331
H 1.26 4.75 -3.45  0.312
H 0.44 4.34 -5.81  0.351
H -1.86 3.56 -5.90  0.470
H -3.07 2.86 -3.85  0.314

=====

Here is a 10-piece molecular cluster, C66H71FI2N13O18 overall at a distorted geometry from the Open Molecules 2025 dataset. Energies are from ωB97M-V with the def2-TZVPD basis set.

The total energy is -144707.4641 eV. The frontier orbital gap is 0.2903 Eh. The maximum force is 2.19 eV/A. The net charge is +1. Its LUMO energy is -2.93 eV. The HOMO energy comes out at -10.829 eV.

Each line ends with the Mulliken charge.
Element x y z (Å)
C -4.12 -0.30 -2.93  -1.087
C -3.23 -0.35 -1.66  -0.347
C -2.03 0.62 -1.71  -1.138
C -0.66 -0.08 -1.79  0.243
N 0.03 -0.03 -0.48  -0.109
N 1.41 0.16 -0.63  -0.214
C 2.29 -0.44 0.13  -0.894
N 3.60 -0.24 -0.18  0.030
C 4.60 0.15 0.82  -1.090
I 5.14 -1.46 2.16  0.103
C 4.44 1.51 1.54  -0.210
C 3.92 1.50 2.98  -1.004
I 3.39 2.98 0.31  0.200
N 1.89 -1.29 1.09  1.351
C 1.99 -2.72 0.82  -0.982
C 0.68 -3.40 0.47  -0.464
C 0.93 -0.86 2.09  0.314
C 1.23 -1.34 3.50  -1.492
F 0.77 0.50 2.03  -0.358
H -3.75 0.44 -3.64  0.380
H -4.09 -1.27 -3.42  0.069
H -5.14 -0.08 -2.66  0.364
H -2.90 -1.38 -1.53  0.365
H -3.84 -0.13 -0.80  0.377
H -2.09 1.23 -0.80  0.399
H -2.16 1.30 -2.54  0.479
H -0.07 0.35 -2.59  0.358
H -0.88 -1.12 -2.00  -0.351
H -0.31 0.81 -0.02  0.275
H 1.71 0.79 -1.36  0.430
H 3.70 0.33 -1.01  0.492
H 5.51 0.23 0.25  0.626
H 5.43 1.93 1.59  0.474
H 3.33 0.63 3.23  0.131
H 3.34 2.39 3.16  0.393
H 4.77 1.54 3.65  0.342
H 2.49 -3.23 1.64  0.589
H 2.67 -2.86 -0.02  0.446
H -0.04 -2.76 -0.03  0.136
H 0.22 -3.75 1.40  -0.091
H 0.86 -4.30 -0.10  0.249
H -0.06 -1.26 1.85  0.398
H 2.30 -1.35 3.65  0.150
H 0.71 -0.69 4.19  0.468
H 0.87 -2.36 3.57  0.313
C 0.27 -6.52 -3.95  -0.565
C -0.56 -6.55 -5.06  -0.534
C -1.20 -5.40 -5.49  -0.346
C -0.99 -4.22 -4.79  -0.026
C -0.17 -4.17 -3.68  0.003
C 0.46 -5.33 -3.26  -0.482
N -1.65 -2.99 -5.26  1.103
O -2.38 -3.08 -6.22  -0.603
O -1.44 -1.96 -4.65  -0.622
H 0.77 -7.42 -3.62  0.406
H -0.71 -7.48 -5.60  0.403
H -1.85 -5.43 -6.35  0.495
H -0.02 -3.24 -3.14  0.383
H 1.11 -5.30 -2.39  0.386
C -5.74 -3.78 1.87  -0.205
C -4.87 -2.84 2.41  -0.490
C -3.59 -3.21 2.79  -0.472
C -3.20 -4.53 2.64  0.137
C -4.06 -5.48 2.12  -0.200
C -5.33 -5.10 1.73  -0.913
N -1.85 -4.93 3.02  1.098
O -1.11 -4.07 3.49  -0.583
O -1.52 -6.08 2.83  -0.610
H -6.73 -3.47 1.56  0.307
H -5.18 -1.81 2.51  0.479
H -2.91 -2.48 3.21  0.510
H -3.75 -6.51 2.01  0.505
H -6.01 -5.83 1.32  0.405
C 7.36 1.83 -1.66  -0.406
C 8.35 2.70 -1.23  -0.588
C 9.64 2.22 -1.02  -0.221
C 9.91 0.89 -1.25  -0.002
C 8.94 0.01 -1.69  -0.469
C 7.65 0.49 -1.89  -0.513
N 11.28 0.40 -1.02  1.090
O 12.07 1.22 -0.58  -0.630
O 11.52 -0.76 -1.25  -0.610
H 6.36 2.20 -1.82  0.509
H 8.13 3.74 -1.05  0.424
H 10.41 2.89 -0.67  0.494
H 9.16 -1.03 -1.86  0.483
H 6.87 -0.19 -2.22  0.448
C 12.11 0.79 3.63  -0.683
C 11.27 1.22 2.61  -0.018
C 10.01 1.70 2.91  -0.351
C 9.60 1.76 4.23  -0.082
C 10.43 1.33 5.26  -0.534
C 11.69 0.84 4.95  -0.381
N 8.27 2.28 4.54  1.035
O 7.56 2.61 3.61  -0.615
O 7.94 2.34 5.71  -0.598
H 13.10 0.41 3.39  0.426
H 11.59 1.18 1.58  0.335
H 9.35 2.04 2.12  0.620
H 10.10 1.37 6.29  0.458
H 12.34 0.51 5.74  0.389
C 1.15 5.16 -1.92  0.249
C 0.32 5.23 -3.02  -0.553
C -0.13 6.46 -3.47  -0.450
C 0.27 7.61 -2.80  -0.016
C 1.09 7.55 -1.69  -0.175
C 1.53 6.32 -1.25  -0.444
N -0.18 8.92 -3.29  1.027
O -0.92 8.94 -4.26  -0.602
O 0.21 9.90 -2.70  -0.633
H 1.50 4.20 -1.57  -0.183
H 0.02 4.33 -3.54  0.385
H -0.78 6.52 -4.34  0.469
H 1.39 8.45 -1.18  0.478
H 2.18 6.26 -0.38  0.304
C -0.19 14.12 -2.66  -0.579
C 0.57 12.98 -2.40  -0.200
C 1.91 13.11 -2.11  -0.430
C 2.48 14.37 -2.07  0.073
C 1.74 15.50 -2.34  -0.459
C 0.40 15.38 -2.63  -0.354
N 3.91 14.50 -1.73  1.004
O 4.54 13.47 -1.53  -0.611
O 4.38 15.62 -1.68  -0.598
H -1.24 14.02 -2.89  0.396
H 0.11 12.00 -2.43  0.511
H 2.51 12.23 -1.90  0.466
H 2.20 16.48 -2.31  0.445
H -0.19 16.26 -2.84  0.385
C -12.66 -2.08 1.13  -0.421
C -11.89 -2.89 0.29  -0.567
C -10.51 -2.74 0.27  -0.320
C -9.92 -1.79 1.08  0.172
C -10.67 -0.98 1.92  -0.336
C -12.05 -1.13 1.93  -0.460
N -8.46 -1.65 1.08  1.096
O -7.82 -2.37 0.32  -0.641
O -7.96 -0.84 1.82  -0.606
H -13.73 -2.20 1.15  0.387
H -12.36 -3.63 -0.34  0.390
H -9.92 -3.36 -0.38  0.506
H -10.20 -0.24 2.55  0.445
H -12.65 -0.51 2.58  0.376
C 0.15 -7.28 8.11  -0.442
C -0.88 -7.94 8.75  -0.439
C -2.13 -8.04 8.16  -0.463
C -2.32 -7.46 6.91  -0.073
C -1.31 -6.79 6.26  0.058
C -0.06 -6.70 6.86  -0.479
N -3.64 -7.57 6.26  0.993
O -4.52 -8.15 6.86  -0.596
O -3.76 -7.07 5.15  -0.580
H 1.12 -7.21 8.57  0.377
H -0.72 -8.39 9.72  0.384
H -2.94 -8.55 8.66  0.457
H -1.47 -6.35 5.29  0.384
H 0.74 -6.18 6.36  0.418
C -5.77 -3.26 -5.31  -0.222
C -6.04 -4.57 -4.93  -0.448
C -7.34 -5.00 -4.81  -0.449
C -8.37 -4.11 -5.06  -0.043
C -8.13 -2.80 -5.43  -0.287
C -6.81 -2.38 -5.56  -0.650
N -9.76 -4.58 -4.95  1.028
O -9.95 -5.73 -4.60  -0.603
O -10.65 -3.78 -5.21  -0.601
H -4.75 -2.92 -5.41  0.443
H -5.22 -5.25 -4.74  0.440
H -7.55 -6.02 -4.51  0.485
H -8.94 -2.12 -5.63  0.481
H -6.60 -1.36 -5.85  0.410

=====

- Which of these has the highest frontier orbital gap?
  C66H71FI2N13O18